Entry 1:
# C5H10OP2

A structure of composition C5H10OP2 (ωB97M-V/def2-TZVPD, OMol25).

Geometry as ORCA input:
```
! wB97M-V def2-TZVPD RIJCOSX def2/J DEFGRID3
* xyz 0 1
C -0.669 -0.407 1.159
C 0.451 0.336 1.090
C 1.855 0.002 1.420
C -2.227 -1.119 -0.891
C 1.038 0.878 -1.345
O -1.248 1.931 -0.137
P -2.243 0.062 0.554
P 0.286 1.857 0.114
H -0.684 -1.478 1.637
H 2.568 0.778 1.154
H 1.937 -1.008 0.978
H 1.974 -0.015 2.486
H -1.612 -1.914 -0.646
H -1.922 -0.710 -1.786
H -3.187 -1.462 -1.118
H 1.815 1.496 -1.762
H 0.330 0.712 -2.095
H 1.539 0.062 -0.814
*
```

## Properties
**Energy relative to the best compared isomer or geometry (same formula, charge and spin)**: 183.9 kJ/mol
**DFT total energy**: -25970.051 eV
**Frontier orbital gap**: 7.7 eV

Entry 2:
# C4H13NO

A cluster of 2 separate species, C4H13NO in total (ωB97M-V/def2-TZVPD, OMol25).

Geometry as ORCA input:
```
! wB97M-V def2-TZVPD RIJCOSX def2/J DEFGRID3
* xyz 0 1
C 2.336 -0.683 1.323
C 1.839 0.165 0.141
C 0.389 -0.127 -0.271
C 0.141 0.328 -1.735
N -0.528 0.556 0.631
H 2.472 -0.111 2.231
H 1.610 -1.468 1.537
H 3.281 -1.163 1.112
H 2.511 0.090 -0.709
H 1.932 1.234 0.377
H 0.356 -1.219 -0.280
H -0.729 0.965 -1.762
H 0.995 0.839 -2.180
H -0.084 -0.556 -2.333
H -0.107 0.725 1.536
H -1.342 -0.026 0.824
O -4.678 -0.007 -0.163
H -5.011 0.685 -0.737
H -5.384 -0.229 0.456
*
```

## Properties
**Energy relative to the best compared isomer or geometry (same formula, charge and spin)**: 52.4 kJ/mol
**Structure (SMILES)**: CC[C@H](C)N.O
**DFT total energy**: -7896.118 eV
**Frontier orbital gap**: 10.1 eV

Entry 3:
# C28H18AlBr2N5O3

A structure of composition C28H18AlBr2N5O3 (ωB97M-V/def2-TZVPD, OMol25).

Geometry as ORCA input:
```
! wB97M-V def2-TZVPD RIJCOSX def2/J DEFGRID3
* xyz 0 1
Al 0.135 -0.593 0.151
O -1.361 -3.381 2.755
C -1.305 -2.413 2.011
N -0.498 -2.235 0.940
C 0.185 -3.337 0.392
C 0.255 -4.621 0.927
C 0.888 -5.630 0.215
C 1.488 -5.360 -1.002
C 1.435 -4.083 -1.539
C 0.768 -3.073 -0.857
N 0.717 -1.725 -1.274
C 0.951 -1.427 -2.581
O 0.815 -2.175 -3.535
C 1.561 -0.061 -2.836
C 1.883 0.303 -4.139
C 2.600 1.467 -4.347
C 2.991 2.215 -3.245
C 2.624 1.776 -1.986
N 1.915 0.668 -1.782
C -2.296 -1.303 2.256
C -3.318 -1.544 3.169
C -4.336 -0.623 3.300
C -4.263 0.541 2.549
C -3.179 0.720 1.711
N -2.220 -0.191 1.534
H -0.190 -4.821 1.886
H 0.903 -6.635 0.617
H 2.007 -6.143 -1.541
H 1.897 -3.871 -2.491
H 1.577 -0.348 -4.945
H 2.869 1.779 -5.347
H 3.585 3.111 -3.363
H 2.925 2.332 -1.104
H -3.275 -2.467 3.728
H -5.170 -0.803 3.965
H -5.037 1.294 2.599
H -3.093 1.647 1.163
C -1.648 1.368 -2.013
C -1.010 2.107 -0.877
C -1.129 3.506 -0.738
C -0.504 4.158 0.288
C 0.314 3.434 1.183
C 1.103 3.971 2.225
Br 1.073 5.837 2.560
C 1.914 3.167 2.978
C 1.977 1.785 2.741
Br 3.157 0.708 3.746
C 1.217 1.188 1.755
O 1.225 -0.086 1.452
C 0.381 2.043 0.979
N -0.294 1.414 -0.017
H -2.663 1.718 -2.201
H -1.669 0.298 -1.804
H -1.065 1.524 -2.925
H -1.724 4.053 -1.457
H -0.611 5.228 0.406
H 2.524 3.591 3.764
*
```

## Properties
**Energy relative to the best compared isomer or geometry (same formula, charge and spin)**: 92.9 kJ/mol
**DFT total energy**: -189609.702 eV
**Frontier orbital gap**: 6.4 eV

For reference, largest force on an atom by record: 0.0679 0.0333 0.0193 hartree/bohr.